A 2-piece molecular cluster, C4H6O2 overall. Source: OMol25; level of theory: ωB97M-V/def2-TZVPD.

Geometry (Å):
O 1.633 1.609 0.878
C 1.905 0.958 -0.111
C 0.942 0.151 -0.871
C -0.329 0.145 -0.479
C -1.423 0.510 0.363
O -1.510 -0.380 -0.813
H 2.940 0.945 -0.510
H -0.750 -2.609 1.142
H 1.261 -0.418 -1.738
H -1.195 -2.390 0.586
H -1.561 0.007 1.317
H -1.912 1.472 0.234

Properties
Relative energy (zero: lowest compared OMol25 entry of this formula, charge and spin) (kJ/mol): 345.6
Energy (eV): -8336.87915
Kohn-Sham gap (eV): 10.30
HOMO level (eV): -9.793
Multiplicity: 1
Structure (SMILES): O=C/C=C1\CO1.[H][H]

Here are the natural (NBO) charges for atoms 1 to 2, given in e: number 1, O, carries -0.55; number 2, C, carries 0.40